1.
Computed, not measured: a molecular structure, C19H33NO4S, with wB97M-V/def2-TZVPD.

Cartesian coordinates (Å):
C: 2.026 -1.047 -2.289
H: 2.878 -1.415 -1.722
H: 2.386 -0.294 -2.987
H: 1.613 -1.867 -2.869
C: 0.969 -0.445 -1.349
C: 1.727 0.548 -0.473
O: 2.172 0.288 0.617
C: 1.984 1.885 -1.141
H: 2.329 1.700 -2.159
C: 0.758 2.812 -1.204
C: 0.500 3.526 0.123
H: 0.509 2.813 0.946
C: -0.810 4.318 0.114
H: -0.789 4.972 -0.761
C: -2.107 3.496 0.078
H: -1.972 2.564 -0.468
H: -2.846 4.075 -0.482
C: -2.729 3.212 1.449
H: -2.777 4.151 2.008
H: -3.758 2.880 1.287
C: -2.037 2.168 2.327
H: -2.548 2.172 3.292
H: -1.003 2.461 2.514
C: -2.077 0.744 1.751
H: -2.285 0.029 2.551
H: -2.887 0.663 1.023
C: -0.767 0.351 1.069
C: -0.942 -0.950 0.333
H: -1.305 -1.744 0.984
S: -2.110 -0.835 -1.058
O: -3.430 -1.360 -0.851
O: -2.005 0.434 -1.733
C: -0.915 -2.039 -1.717
H: -0.632 -1.938 -2.758
H: -1.293 -3.033 -1.503
C: 0.108 -1.553 -0.655
N: 0.747 -2.683 -0.025
C: 1.358 -3.729 -0.820
H: 0.805 -3.886 -1.745
C: 1.331 -5.015 0.015
O: 2.056 -4.855 1.210
C: 1.533 -3.788 1.969
H: 2.168 -3.704 2.852
C: 1.529 -2.477 1.178
H: 1.086 -1.691 1.783
H: 2.567 -2.191 0.947
H: 0.504 -4.026 2.279
H: 1.806 -5.837 -0.524
H: 0.287 -5.279 0.241
H: 2.410 -3.511 -1.061
H: -0.511 1.114 0.341
H: 0.037 0.293 1.807
H: -0.831 4.964 0.995
H: 1.321 4.227 0.302
H: 0.941 3.568 -1.971
H: -0.122 2.248 -1.517
H: 2.782 2.387 -0.590
H: 0.260 0.130 -1.953

Force components x, y, z for each atom (eV/Å):
-0.1 0.1 0.1
0.1 -0.1 0.0
0.0 0.0 -0.1
0.0 -0.1 -0.1
0.0 -0.3 0.1
-0.1 0.3 -0.4
0.1 -0.1 0.2
0.0 0.2 0.1
0.1 0.0 0.0
0.1 0.0 0.2
-0.2 0.1 -0.2
0.1 0.0 0.1
0.1 -0.2 0.0
0.0 0.1 0.0
-0.1 0.2 0.2
0.0 -0.1 -0.1
0.0 -0.1 -0.1
0.1 -0.1 0.0
-0.1 0.0 0.0
-0.1 0.0 0.1
-0.3 0.0 -0.1
0.1 0.0 0.0
0.1 0.0 0.1
0.3 0.2 0.0
-0.1 -0.1 -0.1
-0.2 0.0 0.1
-0.3 0.0 0.2
-0.3 0.4 -0.4
0.0 -0.1 0.0
0.0 -0.9 -0.2
0.1 -0.2 0.2
0.3 0.3 0.0
-0.4 0.5 0.2
-0.1 0.1 -0.1
-0.1 -0.1 0.1
0.5 0.1 0.1
0.1 -0.1 0.0
0.0 -0.4 0.3
0.0 0.0 -0.1
0.0 0.0 -0.4
0.2 -0.1 0.0
0.0 0.4 0.1
-0.1 0.0 0.0
0.0 -0.4 0.3
0.1 0.0 0.0
-0.1 0.1 0.1
0.1 0.0 0.0
-0.1 0.0 0.0
0.1 0.0 -0.1
-0.1 0.0 -0.1
0.1 0.1 0.0
0.0 0.0 -0.1
0.0 0.1 0.0
0.1 -0.1 0.1
-0.1 0.0 0.0
-0.1 0.0 -0.1
0.0 -0.1 0.0
0.2 0.1 0.0

As for the total charge: 0. The HOMO-LUMO gap is 9.33 eV. The value obtained for the molar mass is 371.5 g mol⁻¹. The calculation puts the total energy at -40752.80857 eV.

Just the Löwdin charges please, in e? Sure, here they are: atom 1 (C): -0.018, atom 2 (H): 0.090, atom 3 (H): 0.082, atom 4 (H): 0.078, atom 5 (C): -0.210, atom 6 (C): -0.378, atom 7 (O): 0.101, atom 8 (C): -0.103, atom 9 (H): 0.112, atom 10 (C): -0.184, atom 11 (C): -0.205, atom 12 (H): 0.093, atom 13 (C): -0.192, atom 14 (H): 0.108, atom 15 (C): -0.194, atom 16 (H): 0.078, atom 17 (H): 0.111, atom 18 (C): -0.205, atom 19 (H): 0.107, atom 20 (H): 0.111, atom 21 (C): -0.190, atom 22 (H): 0.108, atom 23 (H): 0.104, atom 24 (C): -0.173, atom 25 (H): 0.120, atom 26 (H): 0.105, atom 27 (C): -0.189, atom 28 (C): -0.237, atom 29 (H): 0.152, atom 30 (S): 0.722, atom 31 (O): -0.298, atom 32 (O): -0.297, atom 33 (C): -0.112, atom 34 (H): 0.110, atom 35 (H): 0.113, atom 36 (C): -0.402, atom 37 (N): -0.098, atom 38 (C): -0.158, atom 39 (H): 0.120, atom 40 (C): -0.191, atom 41 (O): -0.126, atom 42 (C): -0.183, atom 43 (H): 0.127, atom 44 (C): -0.142, atom 45 (H): 0.114, atom 46 (H): 0.129, atom 47 (H): 0.127, atom 48 (H): 0.126, atom 49 (H): 0.128, atom 50 (H): 0.121, atom 51 (H): 0.077, atom 52 (H): 0.124, atom 53 (H): 0.109, atom 54 (H): 0.117, atom 55 (H): 0.120, atom 56 (H): 0.092, atom 57 (H): 0.127, atom 58 (H): 0.123

2.
Computed, not measured: a molecular structure, C30H14BF15Fe at a distorted geometry, with wB97M-V/def2-TZVPD.

Cartesian coordinates (Å):
F: 0.249 2.690 -5.446
C: -0.102 2.059 -4.313
C: -1.366 1.477 -4.223
F: -2.290 1.713 -5.185
C: -1.614 0.590 -3.180
F: -2.893 0.117 -3.036
C: -0.614 0.211 -2.259
B: -0.808 -1.024 -1.348
C: -2.066 -1.887 -1.300
C: -3.291 -1.781 -0.650
F: -3.522 -0.868 0.316
C: -4.321 -2.659 -0.937
F: -5.570 -2.393 -0.494
C: -4.077 -3.747 -1.770
F: -5.091 -4.546 -2.147
C: -2.830 -3.928 -2.347
F: -2.607 -4.914 -3.236
C: -1.865 -2.979 -2.128
F: -0.763 -3.030 -2.918
C: 0.361 -1.787 -0.719
C: 0.289 -2.398 0.547
F: -0.806 -2.245 1.354
C: 1.308 -3.191 1.060
F: 1.276 -3.631 2.338
C: 2.394 -3.458 0.237
F: 3.351 -4.307 0.644
C: 2.510 -2.834 -1.009
F: 3.579 -3.085 -1.786
C: 1.488 -2.034 -1.488
F: 1.558 -1.635 -2.783
H: -0.677 0.472 0.780
C: 0.518 1.043 -2.252
F: 1.365 1.030 -1.182
C: 0.828 1.908 -3.287
F: 2.026 2.523 -3.376
C: -2.290 1.798 0.508
C: -1.215 1.172 1.412
C: -0.228 2.039 2.085
C: 0.015 2.075 3.528
C: 0.900 3.182 3.816
C: 1.245 3.823 2.575
C: 0.526 3.135 1.488
Fe: 1.705 1.914 2.528
C: 2.435 0.336 1.575
C: 2.307 0.091 3.015
C: 3.108 1.083 3.688
C: 3.668 1.984 2.671
C: 3.239 1.528 1.359
H: -3.057 1.040 0.322
H: -2.778 2.673 0.955
H: -1.857 2.134 -0.445
H: -1.722 0.567 2.187
H: -0.482 1.436 4.254
H: 1.216 3.473 4.813
H: 1.801 4.757 2.459
H: 0.490 3.478 0.443
H: 2.111 -0.352 0.801
H: 1.785 -0.754 3.481
H: 3.333 1.109 4.761
H: 4.321 2.839 2.853
H: 3.495 1.968 0.391

Force components x, y, z for each atom (eV/Å):
-0.1 0.2 0.2
-0.3 0.1 -0.2
1.0 3.5 -3.4
0.7 -0.5 0.6
-1.5 -3.2 3.2
0.9 0.5 -0.3
-0.4 -1.0 0.9
0.4 2.4 0.1
-0.9 -0.4 0.0
0.4 -0.7 -0.2
0.0 -0.1 -0.4
-0.3 0.1 -0.1
0.5 -0.5 0.0
-0.5 0.0 -0.3
0.2 0.1 0.3
-0.1 -0.4 -0.4
-0.3 0.2 0.4
-0.5 0.1 -0.5
-0.4 -0.3 0.4
0.4 0.1 0.8
0.1 -0.1 0.1
0.7 0.2 -0.6
-0.2 0.3 -0.1
0.0 -0.1 -0.7
0.5 0.1 -0.1
-0.1 0.3 0.0
0.2 -0.4 -0.2
-0.2 -0.1 0.3
0.4 -0.4 0.0
0.2 0.0 1.0
0.1 -0.4 -0.2
-0.9 -3.4 3.2
0.0 0.2 0.0
0.2 3.5 -3.7
-0.1 -0.7 0.0
0.2 0.7 0.0
-0.6 -1.1 0.1
-1.3 2.6 0.9
-1.1 1.4 -1.0
-1.2 0.0 -0.3
-1.6 0.3 -0.4
-0.8 0.4 1.2
0.6 0.6 1.0
1.8 -0.6 0.5
1.5 -0.4 -1.2
0.9 0.0 -1.0
0.5 -1.3 -0.2
1.0 -1.8 0.8
0.4 0.5 -0.1
0.1 -0.1 0.1
-0.1 -0.2 0.2
0.3 0.2 -0.3
0.4 0.0 -0.2
0.2 -0.2 -0.3
0.1 -0.7 0.0
0.2 -0.6 0.6
-0.5 0.5 0.0
0.1 0.6 -0.3
-0.5 0.3 -0.6
-0.4 -0.3 0.0
-0.3 -0.2 0.5

As for the total charge: 0. The HOMO-LUMO gap (alpha / beta) is 3.39 / 5.72 eV. The value obtained for the molar mass is 726.1 g mol⁻¹. The calculation puts the total energy at -107152.02036 eV. The energy above the lowest of the compared OMol25 structures with the same formula, charge and spin comes out at 18.4 kcal/mol. As for the expectation value of S²: 6.07. As for the multiplicity: 5.

Just the Löwdin charges please, in e? Sure, here they are: atom 1 (F): 0.099, atom 2 (C): -0.150, atom 3 (C): -0.119, atom 4 (F): 0.112, atom 5 (C): -0.148, atom 6 (F): 0.092, atom 7 (C): -0.007, atom 8 (B): -0.317, atom 9 (C): -0.001, atom 10 (C): -0.146, atom 11 (F): 0.081, atom 12 (C): -0.120, atom 13 (F): 0.103, atom 14 (C): -0.121, atom 15 (F): 0.110, atom 16 (C): -0.121, atom 17 (F): 0.114, atom 18 (C): -0.145, atom 19 (F): 0.116, atom 20 (C): -0.027, atom 21 (C): -0.146, atom 22 (F): 0.085, atom 23 (C): -0.141, atom 24 (F): 0.096, atom 25 (C): -0.133, atom 26 (F): 0.109, atom 27 (C): -0.126, atom 28 (F): 0.112, atom 29 (C): -0.164, atom 30 (F): 0.114, atom 31 (H): 0.088, atom 32 (C): -0.182, atom 33 (F): 0.068, atom 34 (C): -0.140, atom 35 (F): 0.101, atom 36 (C): -0.051, atom 37 (C): -0.177, atom 38 (C): -0.253, atom 39 (C): -0.052, atom 40 (C): -0.097, atom 41 (C): -0.094, atom 42 (C): -0.022, atom 43 (Fe): 0.428, atom 44 (C): -0.070, atom 45 (C): -0.077, atom 46 (C): -0.084, atom 47 (C): -0.095, atom 48 (C): -0.081, atom 49 (H): 0.065, atom 50 (H): 0.082, atom 51 (H): 0.078, atom 52 (H): 0.132, atom 53 (H): 0.143, atom 54 (H): 0.133, atom 55 (H): 0.136, atom 56 (H): 0.149, atom 57 (H): 0.108, atom 58 (H): 0.142, atom 59 (H): 0.137, atom 60 (H): 0.132, atom 61 (H): 0.141